Entry 1:
{"formula": "C30H36N6O11P2STi", "method": "ωB97M-V with the def2-TZVPD basis set", "orbital_gap_ev": [7.541, 7.507], "spin_multiplicity": 2, "total_charge": 1, "s_squared": 0.754, "e_above_lowest_ev": 0.2598, "symbols": ["Ti", "C", "C", "N", "C", "S", "N", "N", "C", "C", "C", "C", "C", "C", "C", "N", "H", "H", "H", "H", "H", "H", "H", "H", "H", "H", "H", "H", "H", "C", "C", "O", "P", "O", "O", "O", "P", "O", "O", "O", "H", "H", "H", "H", "H", "H", "H", "O", "C", "N", "C", "O", "C", "C", "C", "C", "C", "C", "H", "H", "H", "H", "C", "C", "C", "C", "C", "C", "C", "O", "C", "C", "C", "H", "H", "H", "H", "H", "H", "H", "H", "H", "H", "H", "H", "O", "N"], "coordinates": [[0.9127, -0.9592, -0.7081], [-4.7253, 1.3415, -1.6816], [-3.9234, 1.6219, -0.4207], [-2.7708, 2.4780, -0.6697], [-1.6215, 2.0050, -1.1746], [-0.2899, 3.2053, -1.3000], [-1.5351, 0.7805, -1.5649], [-0.3015, 0.3336, -2.0084], [0.0193, 0.4544, -3.2400], [-0.8425, 1.0931, -4.2735], [1.3588, -0.0771, -3.5903], [1.8742, 0.0259, -4.8679], [3.1457, -0.4716, -5.1242], [3.8546, -1.0534, -4.0937], [3.2733, -1.1178, -2.8354], [2.0580, -0.6382, -2.5836], [-5.5823, 0.7107, -1.4437], [-5.0956, 2.2669, -2.1217], [-4.1141, 0.8220, -2.4201], [-4.5366, 2.1213, 0.3288], [-3.5577, 0.6892, 0.0139], [-2.7657, 3.4250, -0.3317], [-0.4631, 2.0887, -4.5181], [-0.8476, 0.5017, -5.1877], [-1.8604, 1.1887, -3.9054], [1.2981, 0.4903, -5.6536], [3.5687, -0.4006, -6.1170], [4.8462, -1.4551, -4.2421], [3.8036, -1.5518, -2.0021], [-1.8981, -4.9836, 0.5770], [-1.7793, -3.6252, -0.1040], [-3.0871, -3.1886, -0.5384], [-1.3594, -2.3342, 1.1494], [-0.8466, -2.9005, 2.5263], [-2.7844, -1.7615, 1.5255], [-0.4410, -1.2211, 0.7016], [-0.6420, -3.7620, -1.5959], [-1.7626, -3.5733, -2.7667], [0.0001, -5.0711, -1.7165], [0.1483, -2.4567, -1.6926], [-2.6364, -4.9400, 1.3805], [-0.9338, -5.3009, 0.9660], [-2.2313, -5.7149, -0.1578], [-3.0843, -3.1755, -1.5094], [-1.5560, -3.0835, 3.1555], [-3.4090, -1.9980, 0.8086], [-1.8358, -4.3997, -3.2624], [0.9972, -3.8143, 0.8155], [2.0895, -3.2818, 0.8084], [2.3741, -2.0551, 0.2155], [3.6827, -1.6902, 0.5359], [4.2127, -0.6651, 0.1653], [4.2877, -2.7944, 1.3363], [5.5509, -2.9342, 1.8729], [5.8085, -4.1029, 2.5837], [4.8302, -5.0833, 2.7422], [3.5583, -4.9280, 2.1986], [3.3182, -3.7666, 1.4943], [6.3019, -2.1657, 1.7490], [6.7850, -4.2561, 3.0235], [5.0676, -5.9808, 3.2976], [2.7935, -5.6841, 2.3124], [-2.6396, 5.6213, 4.5365], [-1.8509, 4.8984, 3.4821], [-1.9657, 3.5296, 3.3046], [-1.2454, 2.8301, 2.3374], [-1.4339, 1.3360, 2.2928], [-0.3730, 3.5500, 1.5116], [0.4339, 2.9593, 0.3861], [0.6913, 1.5623, 0.5687], [-0.2290, 4.9407, 1.6816], [0.7101, 5.7612, 0.8340], [-0.9704, 5.5874, 2.6567], [-3.2713, 4.9358, 5.0987], [-3.2781, 6.3846, 4.0894], [-1.9748, 6.1246, 5.2398], [-2.6364, 2.9712, 3.9478], [-2.3224, 1.0604, 2.8594], [-0.5819, 0.8198, 2.7392], [-1.5381, 0.9422, 1.2873], [1.3881, 3.4757, 0.3073], [0.4732, 5.6921, -0.2299], [1.7507, 5.4537, 0.9653], [0.6471, 6.8101, 1.1147], [-0.8528, 6.6581, 2.7792], [2.5685, 1.8201, -0.5285], [1.8015, 1.0493, -0.1223]], "forces_ev_per_angstrom": [[0.2, -0.6, -0.1], [0.0, 0.0, 0.0], [0.0, 0.0, 0.0], [0.0, 0.0, 0.1], [0.0, 0.0, 0.0], [0.0, 0.0, 0.0], [0.0, -0.1, 0.0], [-0.1, 0.1, 0.1], [0.1, 0.0, -0.1], [0.0, 0.0, 0.0], [-0.1, 0.0, 0.0], [0.0, 0.0, 0.0], [0.0, 0.0, 0.0], [0.0, 0.0, 0.0], [0.0, 0.0, 0.0], [-0.1, 0.1, 0.0], [0.0, 0.0, 0.0], [0.0, 0.0, 0.0], [0.0, 0.0, 0.0], [0.0, 0.0, 0.0], [0.0, 0.0, 0.0], [0.0, 0.0, 0.0], [0.0, 0.0, 0.0], [0.0, 0.0, 0.0], [0.0, 0.0, 0.0], [0.0, 0.0, 0.0], [0.0, 0.0, 0.0], [0.0, 0.0, 0.0], [0.0, 0.0, 0.0], [0.0, 0.0, 0.0], [0.0, 0.0, 0.0], [0.0, 0.0, 0.0], [0.0, 0.0, 0.1], [0.0, 0.0, -0.1], [0.0, 0.0, 0.0], [0.0, 0.0, -0.1], [0.0, 0.1, 0.0], [0.0, 0.0, 0.0], [0.0, 0.0, 0.0], [0.0, 0.0, 0.0], [0.0, 0.0, 0.0], [0.0, 0.0, 0.0], [0.0, 0.0, 0.0], [0.0, 0.0, 0.0], [0.0, 0.0, 0.0], [0.0, 0.0, 0.0], [0.0, 0.0, 0.0], [0.0, 0.0, -0.1], [-0.2, 0.1, 0.1], [0.0, 0.1, 0.0], [0.1, -0.1, -0.2], [0.0, 0.0, 0.1], [0.0, 0.1, 0.1], [0.0, 0.0, 0.0], [0.0, 0.0, 0.0], [0.0, 0.0, 0.0], [0.0, 0.0, 0.0], [0.0, -0.1, 0.0], [0.0, 0.0, 0.0], [0.0, 0.0, 0.0], [0.0, 0.0, 0.0], [0.0, 0.0, 0.0], [0.0, 0.0, 0.0], [0.0, 0.0, 0.0], [0.0, 0.0, 0.0], [0.0, 0.0, 0.0], [0.0, 0.0, 0.0], [0.0, 0.0, 0.0], [0.1, 0.0, 0.0], [0.0, 0.0, 0.0], [0.0, 0.1, 0.0], [0.0, 0.0, 0.0], [0.0, 0.0, 0.0], [0.0, 0.0, 0.0], [0.0, 0.0, 0.0], [0.0, 0.0, 0.0], [0.0, 0.0, 0.0], [0.0, 0.0, 0.0], [0.0, 0.0, 0.0], [0.0, 0.0, 0.0], [0.0, 0.0, 0.0], [0.0, 0.0, 0.0], [0.0, 0.0, 0.0], [0.0, 0.0, 0.0], [0.0, 0.0, 0.0], [0.1, 0.0, -0.1], [-0.2, 0.1, 0.2]], "lowdin_charge": [1.089, -0.075, -0.227, 0.015, -0.623, 1.064, 0.065, -0.055, -0.251, 0.007, -0.190, 0.019, -0.016, -0.007, -0.061, 0.037, 0.078, 0.078, 0.059, 0.125, 0.097, 0.131, 0.105, 0.095, 0.078, 0.117, 0.123, 0.121, 0.107, -0.060, -0.520, -0.090, 0.588, -0.067, -0.096, -0.339, 0.408, -0.138, -0.240, -0.365, 0.092, 0.081, 0.097, 0.083, 0.114, 0.085, 0.099, 0.048, -0.372, 0.026, -0.424, 0.079, -0.089, 0.011, -0.051, -0.050, 0.016, -0.081, 0.124, 0.110, 0.110, 0.125, -0.039, -0.253, -0.002, -0.190, -0.040, -0.145, -0.464, -0.114, -0.210, -0.040, -0.001, 0.077, 0.087, 0.088, 0.118, 0.088, 0.096, 0.035, 0.093, 0.064, 0.093, 0.084, 0.124, 0.134, -0.103]}



Entry 2:
{"formula": "C30H37AsN4O2PdSe", "method": "ωB97M-V with the def2-TZVPD basis set", "orbital_gap_ev": [5.864, 6.223], "spin_multiplicity": 5, "total_charge": 2, "s_squared": 6.076, "symbols": ["Pd", "N", "C", "C", "C", "C", "C", "C", "C", "C", "N", "C", "H", "H", "H", "H", "H", "H", "H", "H", "Se", "N", "C", "C", "C", "C", "C", "C", "N", "H", "H", "H", "H", "C", "O", "C", "O", "H", "H", "H", "C", "C", "As", "C", "C", "C", "C", "H", "H", "H", "H", "H", "H", "H", "H", "H", "H", "H", "H", "H", "H", "H", "C", "C", "C", "C", "C", "C", "C", "H", "H", "H", "H", "H", "H", "H"], "coordinates": [[-0.1564, -0.0166, -0.1005], [1.9556, 0.7185, 0.4394], [2.1921, 0.6977, 1.8743], [3.4429, 0.9111, 2.3867], [3.6632, 0.9519, 3.7766], [2.6175, 0.7954, 4.6396], [1.3150, 0.5653, 4.1449], [0.1952, 0.4191, 4.9922], [-1.0429, 0.2107, 4.4499], [-1.1553, 0.1095, 3.0546], [-0.1316, 0.2210, 2.2402], [1.1002, 0.4869, 2.7458], [2.0551, 1.6733, 0.1065], [2.6838, 0.1793, -0.0165], [4.2810, 1.0675, 1.7168], [4.6614, 1.1327, 4.1504], [2.7655, 0.8502, 5.7107], [0.3298, 0.4868, 6.0646], [-1.9251, 0.1143, 5.0663], [-2.1243, -0.0745, 2.6043], [-3.0723, -0.5483, -1.9364], [-2.1199, -0.8279, -0.3375], [-2.6983, -1.8563, 0.2877], [-2.2525, -2.4653, 1.4790], [-3.0206, -3.4683, 2.0998], [-4.1847, -3.8967, 1.5229], [-4.6431, -3.3417, 0.2866], [-3.8993, -2.3639, -0.3479], [-4.2143, -1.8193, -1.5366], [-1.2976, -2.1866, 1.9019], [-2.6731, -3.9188, 3.0186], [-4.7553, -4.6881, 1.9896], [-5.5674, -3.6765, -0.1649], [2.0524, -3.3152, 1.0703], [1.4871, -1.9896, 0.8497], [0.4853, -1.9122, 0.0055], [-0.0458, -2.7892, -0.5945], [2.9454, -3.1549, 1.6635], [2.2950, -3.7756, 0.1153], [1.3363, -3.9336, 1.6062], [-1.3669, 0.9754, -4.8411], [-0.3970, -0.1427, -4.4886], [0.5628, -0.0661, -2.7555], [2.0117, 1.2215, -3.1690], [1.6670, 2.7045, -3.0695], [1.6010, -1.7335, -2.9612], [2.3570, -1.9038, -4.2774], [-1.7595, 0.8071, -5.8442], [-0.8790, 1.9508, -4.8419], [-2.2120, 1.0035, -4.1579], [0.4126, -0.1710, -5.2178], [-0.9021, -1.1095, -4.4990], [2.3192, 0.9835, -4.1872], [2.8453, 0.9726, -2.5079], [0.9069, 2.9836, -3.7993], [2.5544, 3.3012, -3.2799], [1.3120, 2.9831, -2.0751], [0.8991, -2.5530, -2.8237], [2.3051, -1.7705, -2.1247], [1.6824, -1.9573, -5.1295], [2.9121, -2.8413, -4.2480], [3.0762, -1.1026, -4.4435], [-0.7763, 2.2394, 0.0086], [-2.0402, 2.4825, -0.5772], [-3.2253, 2.4318, 0.2013], [-4.4302, 2.8187, -0.3349], [-4.5002, 3.2546, -1.6595], [-3.3530, 3.2850, -2.4536], [-2.1428, 2.8960, -1.9294], [-0.7285, 2.3335, 1.0877], [0.0758, 2.6463, -0.5291], [-3.1641, 2.1145, 1.2358], [-5.3260, 2.7966, 0.2712], [-5.4465, 3.5870, -2.0648], [-3.4184, 3.6288, -3.4777], [-1.2402, 2.9394, -2.5277]], "forces_ev_per_angstrom": [[0.4, 0.3, 0.2], [-0.4, -0.1, 0.0], [0.2, 0.0, 0.1], [-0.1, 0.0, -0.1], [0.0, 0.0, 0.1], [0.1, 0.0, 0.0], [0.0, 0.0, -0.2], [-0.1, 0.0, 0.0], [0.1, 0.0, 0.1], [0.0, 0.1, 0.1], [-0.2, -0.1, -0.5], [0.1, 0.0, 0.3], [0.0, 0.0, -0.1], [0.0, -0.1, -0.1], [0.0, 0.0, 0.0], [0.0, 0.0, 0.0], [0.0, 0.0, 0.0], [0.0, 0.0, 0.0], [0.0, 0.0, 0.0], [0.0, 0.0, 0.0], [0.5, 0.4, 0.2], [0.1, -0.2, -0.1], [-0.1, 0.2, 0.0], [0.1, 0.2, -0.2], [-0.5, -0.4, 0.0], [0.4, -0.1, 0.6], [-0.1, 0.2, -0.4], [0.3, 0.2, 0.1], [-0.8, -0.5, 0.0], [0.0, 0.1, 0.0], [0.0, 0.0, 0.0], [0.0, 0.0, 0.0], [0.0, -0.1, 0.0], [0.0, -0.2, -0.1], [0.4, 0.0, 0.2], [-0.3, 0.0, -0.2], [0.2, -0.2, 0.0], [0.0, 0.0, 0.0], [0.0, 0.0, 0.0], [0.0, 0.0, 0.0], [0.1, 0.0, 0.1], [-0.1, 0.1, 0.2], [0.4, -0.2, -0.2], [-0.3, 0.0, 0.2], [0.0, -0.1, 0.0], [0.0, 0.0, 0.0], [0.0, 0.1, 0.1], [0.0, 0.0, 0.0], [0.0, 0.0, 0.0], [0.0, 0.1, 0.0], [0.0, -0.1, 0.0], [0.0, 0.0, 0.0], [0.1, -0.1, 0.0], [0.0, -0.1, 0.0], [0.0, 0.0, 0.1], [0.0, 0.0, 0.0], [0.0, 0.0, -0.1], [-0.1, 0.0, 0.1], [-0.1, 0.0, 0.1], [0.0, 0.0, 0.0], [0.0, 0.0, 0.0], [0.0, 0.0, -0.1], [-0.1, 0.6, 0.0], [0.0, 0.1, 0.0], [0.0, 0.0, 0.0], [0.0, -0.1, 0.1], [0.0, 0.0, 0.0], [0.0, 0.0, -0.1], [0.0, 0.0, 0.0], [0.1, -0.2, 0.0], [0.0, -0.1, 0.0], [0.0, 0.0, 0.0], [0.0, 0.0, 0.0], [0.0, 0.0, 0.0], [0.0, 0.0, 0.0], [0.0, 0.0, 0.0]], "lowdin_charge": [0.837, 0.061, -0.223, 0.007, -0.033, 0.002, -0.129, 0.032, -0.011, -0.121, 0.048, -0.166, 0.101, 0.100, 0.129, 0.123, 0.131, 0.135, 0.121, 0.110, 1.134, -0.275, -0.360, 0.016, -0.042, -0.010, 0.072, -0.375, -0.229, 0.095, 0.120, 0.126, 0.136, 0.025, -0.096, -0.598, 0.089, 0.104, 0.104, 0.105, -0.162, -0.402, 1.235, -0.402, -0.149, -0.414, -0.138, 0.089, 0.062, 0.004, 0.068, 0.071, 0.069, 0.063, 0.062, 0.086, 0.037, 0.063, 0.061, 0.069, 0.085, 0.067, -0.058, -0.327, -0.036, -0.049, -0.024, -0.057, -0.055, 0.068, 0.039, 0.116, 0.121, 0.123, 0.123, 0.097]}



Entry 3:
{"formula": "C30H37BBaN15O4", "method": "ωB97M-V with the def2-TZVPD basis set", "orbital_gap_ev": [8.349, 6.021], "spin_multiplicity": 2, "total_charge": 2, "s_squared": 0.754, "e_above_lowest_ev": 0.2005, "symbols": ["Ba", "N", "C", "C", "N", "C", "C", "N", "C", "C", "N", "H", "H", "H", "H", "H", "H", "H", "H", "H", "H", "H", "H", "H", "H", "H", "H", "H", "H", "C", "C", "N", "N", "C", "B", "N", "C", "C", "C", "N", "N", "C", "C", "C", "N", "N", "C", "C", "C", "N", "H", "H", "H", "H", "H", "H", "H", "H", "H", "H", "H", "H", "O", "N", "O", "C", "C", "C", "C", "C", "C", "N", "C", "C", "N", "C", "C", "C", "C", "H", "H", "H", "H", "H", "H", "H", "O", "O"], "coordinates": [[-0.1060, 0.6171, 0.2686], [1.8464, 1.7439, -1.6250], [2.8310, 2.6608, -1.0307], [2.1323, 3.7225, -0.2019], [1.4323, 3.2119, 0.9976], [0.4663, 4.2429, 1.4128], [-0.5315, 3.8519, 2.4913], [-1.3206, 2.6496, 2.1519], [2.4421, 2.9747, 2.0500], [2.0892, 1.9397, 3.1065], [1.7990, 0.6329, 2.4990], [2.2991, 1.1146, -2.2804], [1.1862, 2.2766, -2.1867], [3.4352, 3.1747, -1.7839], [3.5217, 2.0757, -0.4192], [1.3953, 4.2148, -0.8416], [2.8613, 4.4940, 0.0804], [-0.0807, 4.5441, 0.5191], [0.9948, 5.1421, 1.7640], [-1.1732, 4.7217, 2.6606], [-0.0250, 3.6793, 3.4369], [-2.1571, 2.9192, 1.6438], [-1.6736, 2.2315, 3.0066], [2.6958, 3.9208, 2.5481], [3.3603, 2.6349, 1.5665], [1.2153, 2.2290, 3.6844], [2.9276, 1.8975, 3.8092], [1.5614, -0.0254, 3.2340], [2.6335, 0.2510, 2.0585], [0.5685, -2.4612, 5.0210], [-0.7562, -2.2748, 4.7257], [-0.8774, -2.4099, 3.3879], [0.3278, -2.5306, 2.7836], [1.1975, -2.6398, 3.7837], [0.5629, -3.2758, 1.3386], [-0.7026, -3.1309, 0.5146], [-1.6592, -4.0843, 0.3784], [-2.6674, -3.5710, -0.3987], [-2.2410, -2.2708, -0.6992], [-1.0611, -2.0069, -0.1503], [1.8279, -2.6561, 0.7425], [3.0839, -3.1578, 0.8535], [3.9555, -2.2830, 0.2548], [3.1318, -1.2491, -0.2096], [1.8566, -1.4675, 0.0849], [0.7936, -4.7265, 1.6981], [1.1453, -5.7537, 0.8781], [0.9462, -6.9228, 1.5604], [0.4338, -6.5150, 2.8097], [0.3416, -5.2016, 2.8909], [1.0211, -2.5089, 5.9955], [-1.6207, -2.0725, 5.3370], [2.2223, -2.8988, 3.5693], [-1.5480, -5.0551, 0.8331], [-3.5686, -4.0659, -0.7143], [-2.7331, -1.5222, -1.3027], [3.2636, -4.1062, 1.3316], [5.0206, -2.3884, 0.1474], [3.4152, -0.3614, -0.7538], [1.5090, -5.5744, -0.1213], [1.1422, -7.9236, 1.2179], [0.1459, -7.1274, 3.6491], [-3.5513, 1.8069, -7.4684], [-3.3075, 0.9366, -6.6666], [-3.4485, -0.2561, -6.8438], [-2.8399, 1.3659, -5.3320], [-3.3511, 2.5138, -4.8588], [-3.0053, 2.9689, -3.5485], [-3.5281, 4.1672, -3.0368], [-3.1622, 4.5623, -1.7789], [-2.2864, 3.7447, -1.0586], [-1.7748, 2.6091, -1.5002], [-2.1299, 2.2170, -2.7484], [-1.5657, 0.9924, -3.2877], [-0.7006, 0.3075, -2.5114], [-0.1312, -0.7771, -3.0022], [-0.3705, -1.2527, -4.2926], [-1.2670, -0.5874, -5.0857], [-1.9062, 0.5647, -4.5861], [-4.0319, 3.0924, -5.4685], [-4.2051, 4.7591, -3.6396], [-3.5308, 5.4782, -1.3396], [-1.9908, 4.0552, -0.0653], [0.5452, -1.3079, -2.3383], [0.1388, -2.1368, -4.6487], [-1.4870, -0.9422, -6.0802], [-1.9442, -1.8408, 2.6850], [-1.7039, -0.5905, 2.4442]], "forces_ev_per_angstrom": [[0.2, 0.6, -0.3], [0.0, 0.0, 0.1], [0.0, 0.0, 0.0], [0.0, 0.0, 0.0], [0.1, 0.0, 0.0], [0.0, 0.0, 0.0], [0.0, 0.1, 0.0], [0.0, -0.2, 0.0], [-0.1, 0.0, 0.0], [0.0, 0.0, 0.0], [0.0, -0.1, 0.0], [0.0, 0.0, 0.0], [0.0, 0.0, 0.0], [0.0, 0.0, 0.0], [0.0, 0.0, 0.0], [0.0, 0.0, 0.0], [0.0, 0.0, 0.0], [0.0, 0.0, 0.0], [0.0, 0.0, 0.0], [0.0, 0.0, 0.0], [0.0, 0.0, 0.0], [0.0, 0.0, 0.0], [0.0, 0.0, 0.0], [0.0, 0.0, 0.0], [0.0, 0.0, 0.0], [0.0, 0.0, 0.0], [0.0, 0.0, 0.0], [0.0, 0.0, 0.0], [0.0, 0.0, 0.0], [0.0, 0.0, 0.0], [0.0, 0.0, 0.0], [0.1, 0.0, 0.1], [0.0, 0.0, 0.0], [0.0, 0.0, 0.0], [0.1, -0.1, 0.0], [0.0, -0.1, -0.1], [0.0, 0.0, 0.0], [0.0, 0.0, 0.0], [0.0, 0.0, 0.0], [-0.1, 0.1, 0.1], [0.0, 0.0, -0.1], [0.0, 0.0, 0.0], [0.0, 0.0, 0.0], [0.0, 0.0, 0.0], [0.0, -0.1, 0.2], [0.0, 0.1, 0.1], [0.0, 0.0, 0.0], [-0.1, 0.0, 0.0], [0.1, 0.0, 0.0], [-0.1, 0.0, 0.0], [0.0, 0.0, 0.0], [0.0, 0.0, 0.0], [0.0, 0.0, 0.0], [0.0, 0.0, 0.0], [0.0, 0.0, 0.0], [0.0, 0.0, 0.0], [0.0, 0.0, 0.0], [0.0, 0.0, 0.0], [0.0, 0.0, 0.0], [0.0, 0.0, 0.0], [0.0, 0.0, 0.0], [0.0, 0.0, 0.0], [0.0, 0.0, 0.0], [0.0, 0.0, 0.0], [0.0, 0.0, 0.0], [0.0, 0.1, 0.0], [0.0, 0.0, 0.0], [0.0, 0.0, 0.0], [0.0, 0.0, 0.0], [0.0, 0.0, 0.0], [0.0, 0.0, 0.0], [-0.1, 0.0, 0.0], [0.0, 0.1, 0.0], [0.0, 0.0, -0.1], [0.0, -0.1, 0.0], [0.0, 0.0, 0.0], [0.0, 0.0, 0.0], [0.0, 0.0, 0.0], [0.0, 0.0, 0.0], [0.0, 0.0, 0.0], [0.0, 0.0, 0.0], [0.0, 0.0, 0.0], [0.0, 0.0, 0.0], [0.0, 0.0, 0.0], [0.0, 0.0, 0.0], [0.0, 0.0, 0.0], [0.0, 0.0, 0.0], [-0.1, -0.1, 0.0]], "lowdin_charge": [1.723, -0.074, -0.242, -0.198, -0.206, -0.202, -0.233, -0.054, -0.178, -0.234, -0.064, 0.077, 0.065, 0.127, 0.099, 0.122, 0.138, 0.094, 0.138, 0.127, 0.100, 0.057, 0.076, 0.138, 0.116, 0.093, 0.127, 0.054, 0.066, 0.028, 0.036, -0.038, 0.116, -0.025, -0.655, -0.007, -0.035, -0.019, -0.148, -0.083, 0.003, -0.063, -0.026, -0.165, -0.056, -0.049, -0.085, -0.037, -0.124, 0.081, 0.128, 0.157, 0.149, 0.131, 0.110, 0.111, 0.130, 0.109, 0.092, 0.134, 0.105, 0.112, 0.123, -0.340, 0.101, -0.064, 0.081, -0.117, 0.028, -0.015, -0.132, 0.066, -0.149, -0.153, -0.019, -0.150, -0.005, 0.039, -0.053, 0.144, 0.136, 0.121, 0.079, 0.092, 0.122, 0.121, 0.014, -0.044]}